# 1
Below is a 8-piece molecular cluster, C50H111N5O8 overall, with properties calculated with ωB97M-V/def2-TZVPD.

XYZ file:
```
174
C50H111N5O8, DFT ωB97M-V/def2-TZVPD
C 8.86 -16.57 -7.81
C 7.58 -17.05 -8.41
C 7.68 -18.56 -8.88
C 6.49 -17.07 -7.36
C 5.94 -15.69 -7.05
C 5.48 -14.96 -8.33
C 6.54 -14.98 -9.54
C 5.66 -14.89 -10.77
C 7.48 -13.75 -9.21
N 7.16 -16.36 -9.62
O 8.19 -16.45 -10.64
H 9.60 -16.30 -8.56
H 8.87 -15.57 -7.36
H 9.18 -17.22 -7.00
H 6.91 -18.81 -9.60
H 8.68 -18.84 -9.22
H 7.45 -19.32 -8.13
H 5.67 -17.68 -7.75
H 6.81 -17.64 -6.49
H 5.15 -15.78 -6.30
H 6.67 -15.07 -6.53
H 5.19 -13.95 -8.06
H 4.63 -15.58 -8.61
H 5.16 -13.93 -10.84
H 4.88 -15.65 -10.92
H 6.29 -15.05 -11.65
H 8.22 -13.66 -10.01
H 8.20 -13.87 -8.40
H 6.95 -12.80 -9.12
H 7.94 -17.30 -11.01
C 1.84 -17.71 -8.25
C 1.82 -18.24 -9.74
C 1.67 -17.08 -10.74
C 3.28 -18.77 -9.95
C 3.47 -19.61 -11.22
C 2.39 -20.73 -11.19
C 0.91 -20.28 -11.03
C 0.50 -19.82 -12.40
C 0.21 -21.59 -10.68
N 0.86 -19.35 -9.89
O -0.39 -18.90 -9.54
H 2.83 -17.43 -7.91
H 1.02 -17.03 -8.01
H 1.60 -18.57 -7.64
H 2.24 -16.20 -10.44
H 2.03 -17.32 -11.74
H 0.66 -16.71 -10.91
H 4.03 -17.99 -10.11
H 3.61 -19.39 -9.12
H 3.26 -18.98 -12.09
H 4.48 -19.97 -11.36
H 2.84 -21.32 -10.39
H 2.48 -21.33 -12.10
H -0.46 -19.31 -12.32
H 0.46 -20.56 -13.20
H 1.18 -19.03 -12.74
H 0.63 -22.43 -11.24
H -0.85 -21.50 -10.91
H 0.22 -21.78 -9.61
H -0.58 -19.44 -8.77
C 4.15 -19.98 -15.13
C 3.37 -20.96 -16.06
C 2.47 -21.82 -15.19
C 2.47 -20.04 -16.98
C 3.11 -19.38 -18.13
C 3.86 -20.46 -18.90
C 4.84 -21.32 -18.05
C 5.31 -22.50 -18.96
C 6.17 -20.46 -17.83
N 4.26 -21.74 -16.84
O 5.02 -22.63 -16.07
H 4.54 -20.54 -14.27
H 5.06 -19.64 -15.62
H 3.54 -19.19 -14.70
H 3.09 -22.48 -14.58
H 1.71 -21.20 -14.71
H 1.97 -22.54 -15.84
H 1.64 -20.65 -17.35
H 2.01 -19.26 -16.37
H 2.39 -18.84 -18.75
H 3.72 -18.61 -17.67
H 4.43 -19.93 -19.67
H 3.11 -21.08 -19.39
H 6.16 -23.02 -18.51
H 5.52 -22.16 -19.98
H 4.48 -23.18 -19.16
H 6.93 -20.56 -18.60
H 6.62 -20.87 -16.92
H 5.97 -19.41 -17.62
H 4.47 -23.41 -16.00
C 5.39 -13.10 -17.10
C 4.08 -13.03 -16.35
C 3.82 -11.64 -15.85
C 3.01 -13.39 -17.42
C 2.94 -14.90 -17.72
C 2.66 -15.66 -16.45
C 3.71 -15.46 -15.36
C 3.02 -15.83 -13.97
C 5.05 -16.34 -15.56
N 4.06 -14.02 -15.23
O 5.00 -13.69 -14.21
H 5.52 -12.32 -17.85
H 6.23 -13.14 -16.40
H 5.39 -14.05 -17.61
H 2.78 -11.55 -15.56
H 4.45 -11.35 -15.00
H 4.02 -10.86 -16.57
H 2.02 -12.93 -17.30
H 3.25 -12.87 -18.34
H 2.22 -15.11 -18.51
H 3.80 -15.40 -18.17
H 2.65 -16.73 -16.69
H 1.72 -15.35 -16.00
H 3.58 -15.58 -13.06
H 2.71 -16.87 -13.85
H 2.11 -15.24 -13.82
H 5.61 -16.08 -16.46
H 4.88 -17.42 -15.58
H 5.82 -16.14 -14.81
H 5.81 -14.01 -14.61
C 11.79 -16.50 -14.48
C 11.56 -16.55 -15.98
C 12.97 -16.53 -16.56
C 10.99 -17.89 -16.44
C 9.44 -18.10 -16.18
C 8.65 -16.89 -16.79
C 9.20 -15.50 -16.48
C 8.52 -14.46 -17.47
C 8.74 -15.01 -15.08
N 10.70 -15.50 -16.57
O 11.28 -14.23 -16.43
H 12.39 -15.63 -14.19
H 10.85 -16.49 -13.93
H 12.39 -17.37 -14.21
H 12.84 -16.83 -17.60
H 13.39 -15.53 -16.68
H 13.74 -17.18 -16.15
H 11.11 -18.03 -17.51
H 11.64 -18.59 -15.91
H 9.10 -19.07 -16.53
H 9.15 -18.06 -15.14
H 7.66 -17.04 -16.36
H 8.58 -16.95 -17.87
H 9.09 -14.56 -18.39
H 8.61 -13.41 -17.19
H 7.48 -14.76 -17.57
H 8.84 -15.84 -14.37
H 7.66 -14.85 -15.04
H 9.16 -14.10 -14.66
H 11.31 -14.03 -17.37
C 10.72 -20.73 -13.35
C 11.66 -19.86 -12.52
C 11.06 -18.69 -11.83
O 12.21 -20.64 -11.54
H 11.13 -21.71 -13.59
H 10.43 -20.20 -14.26
H 9.81 -20.67 -12.76
H 12.48 -19.46 -13.12
H 11.77 -18.05 -11.30
H 10.33 -18.93 -11.06
H 10.60 -17.99 -12.52
H 12.94 -21.15 -11.91
C 6.53 -22.48 -12.52
O 7.33 -21.62 -11.65
H 6.80 -22.38 -13.57
H 6.55 -23.54 -12.27
H 5.47 -22.22 -12.43
H 8.04 -22.17 -11.32
C 6.60 -18.74 -13.09
O 7.58 -18.87 -12.01
H 6.74 -17.78 -13.59
H 6.73 -19.59 -13.76
H 5.56 -18.71 -12.79
H 7.56 -19.81 -11.78
```

Its SMILES is CC1(C)CCCC(C)(C)N1O.CC1(C)CCCC(C)(C)N1O.CC1(C)CCCC(C)(C)N1O.CC1(C)CCCC(C)(C)N1O.CC1(C)CCCC(C)(C)N1O.CC(C)O.CO.CO. As for the total charge: 0. The calculation puts the frontier orbital gap at 8.3 eV. As for the total energy: -2847.0070 a.u. Its multiplicity is 1. The calculation puts the highest occupied orbital energy at -7.9 eV.

=====

# 2
Below is a 3-piece molecular cluster, C4H13NO2 overall, with properties calculated with ωB97M-V/def2-TZVPD.

XYZ file:
```
20
C4H13NO2, DFT ωB97M-V/def2-TZVPD
C -1.75 2.55 0.05
C -0.50 1.75 0.28
C 0.26 1.15 -0.63
C 1.43 0.23 -0.33
N 1.21 -1.08 -0.98
H -1.95 3.06 0.99
H -1.64 3.34 -0.70
H -2.59 1.97 -0.33
H -0.26 1.50 1.30
H 0.18 1.32 -1.70
H 2.38 0.65 -0.66
H 1.50 0.10 0.75
H 0.49 -1.04 -1.70
H 2.03 -1.42 -1.45
O -0.37 -0.95 2.10
H -0.20 -1.45 1.31
H -1.10 -1.53 2.41
O 0.52 -3.60 -0.02
H 0.57 -2.62 -0.13
H -0.20 -3.94 -0.53
```

Its SMILES is C/C=C/CN.O.O. As for the total charge: 0. The calculation puts the frontier orbital gap at 10.1 eV. As for the total energy: -365.4024 a.u. Its multiplicity is 1. The calculation puts the highest occupied orbital energy at -9.3 eV.

=====

# 3
Below is CH4AsCsF6N2O as an isolated structure, with properties calculated with ωB97M-V/def2-TZVPD.

XYZ file:
```
16
CH4AsCsF6N2O, DFT ωB97M-V/def2-TZVPD
Cs -29.77 0.31 9.74
As -35.66 -1.89 9.36
F -34.98 -1.56 10.95
F -36.61 -3.30 9.93
F -36.35 -2.05 7.70
F -34.70 -0.48 8.70
F -34.33 -3.10 8.93
F -36.96 -0.73 9.76
C -27.06 5.99 12.01
O -27.63 4.91 11.91
N -26.08 6.37 12.78
N -27.14 6.95 11.18
H -25.81 7.34 12.68
H -25.72 5.66 13.39
H -27.58 6.74 10.29
H -26.55 7.77 11.19
```

As for the total charge: 0. The calculation puts the frontier orbital gap at 9.1 eV. As for the total energy: -3080.4548 a.u. Its multiplicity is 1. The calculation puts the highest occupied orbital energy at -10.9 eV.

=====

# 4
Below is CH4O3S as an isolated structure, with properties calculated with ωB97M-V/def2-TZVPD.

XYZ file:
```
9
CH4O3S, DFT ωB97M-V/def2-TZVPD
C -0.55 0.59 -0.01
O -0.86 1.29 1.26
O 2.50 -1.41 -0.47
O -0.32 -0.79 0.25
S 1.69 -1.38 0.90
H 0.44 1.06 -0.49
H -1.39 0.75 -0.70
H -0.66 0.66 1.99
H 2.42 -2.17 -1.01
```

As for the total charge: 0. The calculation puts the frontier orbital gap at 8.4 eV. As for the total energy: -664.2854 a.u. Its multiplicity is 1. The calculation puts the highest occupied orbital energy at -9.9 eV.

=====

# 5
Below is C23H20LiN2O3P as an isolated structure, with properties calculated with ωB97M-V/def2-TZVPD.

XYZ file:
```
50
C23H20LiN2O3P, DFT ωB97M-V/def2-TZVPD
Li 0.03 0.59 -2.07
O 2.13 -0.30 -3.72
N 1.91 -0.05 -2.38
C 2.96 -0.24 -1.69
C 3.12 -0.09 -0.22
C 4.44 -0.32 0.20
C 4.79 -0.28 1.54
C 3.82 -0.04 2.50
C 2.51 0.19 2.09
C 2.14 0.19 0.75
P 0.38 0.47 0.32
C -0.14 1.87 1.35
C 0.74 2.79 1.93
C 0.25 3.90 2.59
C -1.12 4.12 2.69
C -2.00 3.22 2.09
C -1.52 2.11 1.42
C -0.43 -0.97 1.09
C -0.78 -1.03 2.44
C -1.36 -2.17 2.96
C -1.60 -3.27 2.14
C -1.27 -3.21 0.80
C -0.69 -2.06 0.27
H 1.22 -0.39 -4.11
H 3.85 -0.57 -2.22
H 5.19 -0.53 -0.54
H 5.82 -0.46 1.83
H 4.07 -0.03 3.55
H 1.75 0.37 2.84
H 1.81 2.63 1.86
H 0.94 4.60 3.04
H -1.49 4.99 3.21
H -3.07 3.40 2.14
H -2.21 1.44 0.93
H -0.61 -0.17 3.08
H -1.63 -2.21 4.01
H -2.06 -4.16 2.55
H -1.46 -4.06 0.15
H -0.45 -2.01 -0.78
O -3.31 0.30 -1.40
C -2.88 -0.12 -2.45
C -3.69 -0.91 -3.47
C -2.69 -1.20 -4.59
C -1.40 -0.59 -4.06
O -0.32 -0.66 -4.66
N -1.58 0.04 -2.89
H -4.55 -0.32 -3.78
H -4.07 -1.81 -2.99
H -2.94 -0.71 -5.54
H -2.53 -2.25 -4.80
```

As for the total charge: 0. The calculation puts the frontier orbital gap at 8.6 eV. As for the total energy: -1572.6436 a.u. Its multiplicity is 1. The calculation puts the highest occupied orbital energy at -8.8 eV.

=====

# 6
Below is a 2-piece molecular cluster, C19H27N6O3P overall, with properties calculated with ωB97M-V/def2-TZVPD.

XYZ file:
```
56
C19H27N6O3P, DFT ωB97M-V/def2-TZVPD
C 3.04 0.88 0.58
C 2.58 -0.45 1.17
C 3.23 -1.61 0.41
C 3.00 -0.55 2.64
N 1.12 -0.55 1.02
P 0.35 -1.55 -0.11
N -1.10 -1.43 0.77
C -2.21 -2.42 0.72
C -2.64 -2.87 2.12
C -1.73 -3.66 -0.04
C -3.39 -1.79 0.00
C -1.09 -0.36 1.67
C -2.16 0.20 2.37
C -1.92 1.30 3.21
C -0.62 1.82 3.35
C 0.45 1.26 2.64
C 0.21 0.17 1.81
H 2.57 1.72 1.11
H 4.13 0.96 0.68
H 2.76 0.94 -0.48
H 2.91 -2.57 0.82
H 3.01 -1.58 -0.67
H 4.32 -1.54 0.54
H 2.59 -1.46 3.10
H 4.10 -0.61 2.69
H 2.69 0.31 3.23
H 0.21 -0.58 -1.23
H -3.13 -2.08 2.69
H -3.36 -3.69 2.02
H -1.78 -3.25 2.70
H -1.43 -3.43 -1.07
H -0.89 -4.14 0.48
H -2.55 -4.39 -0.07
H -3.08 -1.49 -1.02
H -4.21 -2.51 -0.06
H -3.73 -0.89 0.53
H -3.17 -0.20 2.27
H -2.75 1.74 3.77
H -0.44 2.67 4.01
H 1.45 1.68 2.74
C -2.29 3.66 -2.04
O -1.08 4.15 -2.66
C -0.23 3.19 -3.03
N -0.59 1.93 -2.71
C 0.17 0.92 -3.12
C 1.27 1.26 -3.91
C 1.64 2.65 -4.14
N 2.82 2.76 -4.85
O 3.22 1.48 -5.09
N 2.25 0.50 -4.50
O 2.46 -0.68 -4.68
N 0.85 3.60 -3.71
H -2.80 4.58 -1.74
H -2.90 3.11 -2.76
H -2.06 3.03 -1.18
H -0.09 -0.14 -2.98
```

Its SMILES is CC(C)(C)N1PN(C(C)(C)C)c2ccccc21.COc1ncc2c(no[n+]2[O-])n1. As for the total charge: 0. The calculation puts the frontier orbital gap at 5.7 eV. As for the total energy: -1635.6365 a.u. Its multiplicity is 1. The calculation puts the highest occupied orbital energy at -7.4 eV.

=====

# 7
Below is a 2-piece molecular cluster, C6H10O overall, with properties calculated with ωB97M-V/def2-TZVPD.

XYZ file:
```
17
C6H10O, DFT ωB97M-V/def2-TZVPD
C -1.53 0.67 -0.42
C -1.70 -0.21 0.58
C -0.94 -0.30 1.84
C 0.01 0.52 2.28
H -2.14 0.61 -1.31
H -0.80 1.47 -0.38
H -2.46 -0.97 0.45
H -1.18 -1.17 2.45
H 0.31 1.42 1.74
H 0.54 0.31 3.21
C 1.37 -0.37 -2.14
C 1.44 -0.29 -0.64
O 1.59 -1.25 0.08
H 0.63 0.33 -2.54
H 1.12 -1.39 -2.44
H 2.35 -0.10 -2.55
H 1.39 0.73 -0.21
```

Its SMILES is C=CC=C.CC=O. As for the total charge: 0. The calculation puts the frontier orbital gap at 9.6 eV. As for the total energy: -309.7848 a.u. Its multiplicity is 1. The calculation puts the highest occupied orbital energy at -9.0 eV.

=====

# 8
Below is C19H18ClIN2O2V as an isolated structure, with properties calculated with ωB97M-V/def2-TZVPD.

XYZ file:
```
44
C19H18ClIN2O2V, DFT ωB97M-V/def2-TZVPD
C 3.43 4.45 -0.01
C 4.61 3.54 -0.37
H 3.15 5.08 -0.85
H 3.69 5.11 0.82
H 2.55 3.86 0.27
H 4.31 2.75 -1.07
H 5.41 4.11 -0.83
H 5.02 3.07 0.52
C -2.92 1.45 -1.64
C -4.07 1.43 -2.43
C -4.28 0.34 -3.28
C -3.32 -0.65 -3.37
H -2.68 2.26 -0.96
H -4.79 2.25 -2.37
H -5.19 0.28 -3.87
H -3.42 -1.52 -4.02
N -2.00 0.45 -1.68
C -2.17 -0.58 -2.58
C -1.06 -1.51 -2.63
N -0.03 -1.18 -1.77
C 1.08 -1.95 -1.70
C 0.15 -3.48 -3.32
C 1.19 -3.11 -2.46
H 1.85 -1.61 -1.02
H 2.09 -3.72 -2.34
C -0.98 -2.67 -3.42
H -1.84 -2.92 -4.06
H 0.22 -4.40 -3.90
V -0.33 0.40 -0.64
I 0.97 2.24 -1.68
Cl -0.22 -0.56 7.61
C -0.16 -0.79 5.91
C 0.04 -2.07 5.37
C 0.11 -2.24 3.99
C 0.02 -1.12 3.15
C -0.21 0.14 3.69
C -0.28 0.32 5.07
C 0.11 -1.25 1.66
O 0.16 -2.32 1.06
O 0.16 -0.04 1.06
H 0.13 -2.91 6.04
H 0.24 -3.23 3.56
H -0.30 1.00 3.02
H -0.44 1.31 5.47
```

As for the total charge: +2. The calculation puts the frontier orbital gap (spin up / spin down) at 4.0 / 4.8 eV. As for the total energy: -2696.1782 a.u. Its multiplicity is 2. The calculation puts the highest occupied orbital energy (spin up / spin down) at -13.8 / -13.9 eV.